Entry a
Entry from the OMol25 dataset: the molecule C7H10O2 (wB97M-V/def2-TZVPD).

Atoms and positions in Å:
C -0.5867 0.4702 -0.0480
C -0.2800 -0.6499 -0.8464
C -1.5980 -0.6466 -0.1011
C 1.9631 0.0410 0.9507
C -0.7760 -0.2345 -2.5793
C 0.5010 0.1807 1.2652
C 0.0649 0.3175 2.5188
O -0.2814 0.8929 -3.1811
O -1.6074 -0.9128 -3.1480
H 0.3205 1.3588 -2.5801
H -0.7485 1.5234 -0.2114
H 0.5104 -1.3799 -0.9135
H -1.8534 -0.9885 0.8953
H -2.4456 -0.6677 -0.7841
H 2.2002 -0.9644 0.5881
H 2.2812 0.7774 0.2067
H 2.5909 0.1903 1.8375
H 0.7328 0.2600 3.3768
H -0.9881 0.4319 2.7538

**E_HOMO**: -9.46 eV
**Multiplicity**: 1
**Structure (SMILES)**: C=C(C)[C@@H]1C[C@H]1C(=O)O
**LUMO**: 0.522 eV
**Gap between HOMO and LUMO**: 9.985 eV

Entry b
Entry from the OMol25 dataset: the molecule C7H10O2 (wB97M-V/def2-TZVPD).

Atoms and positions in Å:
C 0.0057 0.9199 -1.9609
C 0.4550 0.4078 -0.4809
C 1.5654 -0.7065 -0.4563
C -0.4584 -0.6445 0.2213
C -1.7398 -0.9155 -0.5381
C -0.6003 -0.1002 1.7221
C -0.0879 1.1818 1.5950
H 0.5006 0.0468 -2.6563
H -1.1011 1.1457 -2.3148
H 0.6743 1.7005 -2.0497
H 2.2632 -0.7289 0.4525
H 1.9297 -0.9300 -1.4611
H -2.0516 -2.1103 -0.3517
H -2.4217 0.0566 -0.2114
H -1.3998 -0.8752 -1.5835
H -0.7591 -0.7651 2.7079
H 0.0861 1.9578 2.5116
O 0.4943 -1.6982 0.1393
O 0.4357 1.6538 0.4036

**E_HOMO**: -8.69 eV
**Multiplicity**: 1
**Structure (SMILES)**: C[C@]12C=CO[C@@]1(C)CO2
**LUMO**: 0.901 eV
**Gap between HOMO and LUMO**: 9.593 eV

Energy ordering: entry a at the bottom, the next structure 34.3 kcal/mol above.

Entry a
Entry from the OMol25 dataset: the ion C3H10NS2 with charge +1 (wB97M-V/def2-TZVPD).

Atoms and positions in Å:
N -0.0399 -1.4568 -1.1577
C 1.0949 -1.0035 -0.2208
C 1.8160 -2.2726 0.1735
C 0.4465 -0.2684 0.9554
S 0.1489 1.4805 0.5793
S -1.6944 1.3143 -0.4149
H -0.6558 -0.7279 -1.5424
H 0.3287 -1.9889 -1.9449
H -0.6739 -2.1265 -0.7180
H 1.6436 -0.3657 -0.9051
H 2.0518 -2.9350 -0.6574
H 2.7797 -2.0593 0.5838
H 1.2760 -2.7313 1.0035
H -0.4554 -0.7325 1.3450
H 1.2226 -0.3236 1.7227
H -2.3567 0.5861 0.4906

**E_HOMO**: -12.80 eV
**Multiplicity**: 1
**Structure (SMILES)**: C[C@@H]([NH3+])CSS
**Charge**: +1
**LUMO**: -3.430 eV
**Gap between HOMO and LUMO**: 9.371 eV

Entry b
Entry from the OMol25 dataset: the ion C3H10NS2 with charge +1 (wB97M-V/def2-TZVPD).

Atoms and positions in Å:
C 0.1428 1.9529 0.1094
C 0.9154 -0.5322 0.1412
C -0.1634 0.4963 0.4950
N 0.4216 -1.9334 0.3102
S -3.4634 0.1819 -0.1034
S -1.6654 -0.2308 -0.8211
H 0.6187 2.6033 0.7999
H 0.7519 1.8447 -0.7891
H -0.7307 2.3548 -0.3496
H 1.2019 -0.5034 -0.8846
H 1.7303 -0.3924 0.8271
H -0.5622 0.3439 1.4084
H -0.4761 -2.0703 -0.1799
H 0.0750 -2.0504 1.3084
H 1.1373 -2.6995 0.2041
H -4.0522 1.0252 -0.9381

**E_HOMO**: -12.65 eV
**Multiplicity**: 1
**Structure (SMILES)**: C[C@H](C[NH3+])SS
**Charge**: +1
**LUMO**: -3.634 eV
**Gap between HOMO and LUMO**: 9.013 eV

Energy ordering: entry a at the bottom, the next structure 24.8 kcal/mol above.

Entry a
Entry from the OMol25 dataset: a cluster of 7 separate species, C15H44O7 in total (wB97M-V/def2-TZVPD).

Atoms and positions in Å:
O -0.1057 -0.0292 0.0113
H 0.8016 0.1319 0.2703
H -0.0661 -0.1535 -0.9370
O 0.4425 -0.8899 -2.5358
H -0.1126 -1.4437 -3.0849
H 0.9071 -0.3269 -3.1550
C -3.7991 0.8857 1.4125
C -4.1097 0.0454 0.1615
C -4.0207 0.8401 -1.1015
O -3.1341 -1.0155 0.1039
H -4.3511 1.7978 1.1860
H -2.7488 1.1580 1.5171
H -4.1352 0.3876 2.3220
H -5.0679 -0.4738 0.1822
H -4.5582 1.7839 -1.0096
H -4.6315 0.2802 -1.8096
H -3.0432 0.9925 -1.5589
H -2.2483 -0.7254 -0.1260
C 2.0114 -2.3586 1.5638
C 3.3061 -1.8735 0.8698
C 3.3658 -2.3825 -0.5640
O 3.2167 -0.5060 0.8478
H 2.1730 -3.4185 1.7605
H 1.1015 -2.1988 0.9853
H 1.8608 -2.0677 2.6034
H 4.1747 -2.1111 1.4839
H 3.3195 -1.7324 -1.4376
H 2.6024 -3.1208 -0.8094
H 4.2541 -3.0143 -0.5580
H 3.2084 -0.1497 1.7392
C -2.0284 -4.5825 0.8082
C -1.5760 -3.7453 -0.3742
C -0.6446 -4.5494 -1.3194
O -2.6176 -3.4324 -1.2175
H -1.1570 -5.0853 1.2276
H -2.6028 -5.4890 0.6178
H -2.3574 -3.9902 1.6621
H -1.0524 -2.8700 0.0101
H 0.1722 -4.9995 -0.7551
H -0.1776 -3.8516 -2.0144
H -1.2226 -5.2697 -1.8982
H -2.9856 -2.6435 -0.8127
C -1.0797 4.0139 -1.1453
C -0.2320 3.0876 -1.9835
C -1.1350 2.5915 -3.1714
O 0.7970 3.9372 -2.4032
H -0.4258 4.3807 -0.3541
H -1.8614 3.3622 -0.7550
H -1.4118 4.8746 -1.7257
H 0.3020 2.2791 -1.4841
H -0.6281 2.3571 -4.1075
H -1.7701 3.4540 -3.3736
H -1.5901 1.6499 -2.8641
H 1.4134 3.9600 -1.6676
C 1.5512 2.8168 2.4353
C 2.9904 2.3463 2.1317
C 4.0142 3.3955 2.3960
O 3.1754 1.1696 2.8928
H 1.2293 3.1500 3.4219
H 0.9895 1.8827 2.4468
H 1.2198 3.5535 1.7034
H 3.0592 2.1314 1.0653
H 3.8055 4.3253 1.8667
H 4.9143 3.0305 1.9015
H 4.2362 3.5762 3.4477
H 4.0728 0.8716 3.0585

**E_HOMO (alpha / beta)**: -11.92 / -11.87 eV
**Multiplicity**: 2
**Charge**: +1
**LUMO (alpha / beta)**: -3.112 / -9.227 eV
**Gap between HOMO and LUMO (alpha / beta)**: 8.804 / 2.640 eV

Entry b
Entry from the OMol25 dataset: a cluster of 7 separate species, C15H44O7 in total (wB97M-V/def2-TZVPD).

Atoms and positions in Å:
C 3.4912 -1.9316 0.3690
C 3.9150 -0.8329 -0.6064
C 4.1051 -1.4987 -1.9748
O 2.9340 0.1382 -0.6922
H 2.8308 -1.7020 1.2052
H 4.2751 -2.5597 0.7924
H 2.9665 -2.7285 -0.1580
H 4.8848 -0.4534 -0.2846
H 4.1982 -0.7431 -2.7549
H 3.2304 -2.0511 -2.3182
H 4.8822 -2.2494 -2.1185
H 3.1510 0.7398 -1.4082
C -1.8697 -3.0835 1.4531
C -0.4979 -3.8426 1.8673
C -0.5274 -5.3207 1.4120
O 0.5834 -3.2548 1.1685
H -2.0040 -2.2504 2.1431
H -2.8195 -3.5916 1.6197
H -1.8207 -2.6347 0.4610
H -0.3499 -3.8021 2.9464
H -1.4518 -5.7088 1.8399
H 0.2663 -5.9724 1.7771
H -0.6738 -5.3877 0.3339
H 0.3275 -2.3299 1.1952
C -2.2062 1.7330 -0.5671
C -1.5948 2.9960 -1.2986
C -2.1750 4.3343 -0.8622
O -0.2849 3.0302 -1.0640
H -2.3600 1.9401 0.4920
H -1.5874 0.8578 -0.7648
H -3.1303 1.6133 -1.1326
H -1.7895 2.8683 -2.3635
H -2.9552 4.7110 -1.5237
H -1.4130 5.1067 -0.9666
H -2.6509 4.3568 0.1181
H -0.1798 3.2149 -0.1278
C -1.5299 4.0306 3.2303
C 0.0115 4.1397 2.8814
C 0.7937 3.6070 4.0199
O 0.2418 3.2906 1.8100
H -2.0682 4.0374 2.2825
H -1.9870 4.7091 3.9507
H -1.7315 3.1076 3.7740
H 0.1649 5.1867 2.6201
H 0.5611 4.0815 4.9732
H 1.8612 3.5603 3.8041
H 0.4667 2.5777 4.1667
H 0.9413 2.6745 2.0394
C -1.0227 -1.9751 -2.5092
C -1.3036 -1.5533 -3.8953
C -2.3280 -2.3931 -4.7486
O -1.7551 -0.2074 -3.8063
H -1.8971 -1.7750 -1.8899
H -0.2277 -1.4169 -2.0146
H -0.9163 -3.0572 -2.4332
H -0.4200 -1.5562 -4.5336
H -2.4542 -1.8845 -5.7044
H -3.3341 -2.4358 -4.3315
H -1.9053 -3.3798 -4.9380
H -2.5762 -0.2880 -3.3153
O 0.3926 -0.5474 0.8513
H 0.0448 0.3179 0.6356
H 1.1401 -0.6589 0.2639
O 2.7168 1.4208 1.7397
H 2.8358 0.8958 0.9481
H 3.5849 1.7804 1.9219

**E_HOMO (alpha / beta)**: -11.79 / -11.79 eV
**Multiplicity**: 2
**Charge**: +1
**LUMO (alpha / beta)**: -2.453 / -8.912 eV
**Gap between HOMO and LUMO (alpha / beta)**: 9.333 / 2.875 eV

Energy ordering: entry b at the bottom, the next structure 21.0 kcal/mol above.

Entry a
Entry from the OMol25 dataset: a structure of composition C3H3IO2 (wB97M-V/def2-TZVPD).

Atoms and positions in Å:
C 1.0769 -1.9273 0.5222
C 0.6412 -0.8282 0.2758
C -0.0880 0.3079 -0.1649
O -0.5763 2.4598 0.1414
O 0.1117 1.3689 0.6006
I -2.7427 -0.3262 0.0558
H 1.8059 -2.6537 0.6976
H -0.1690 0.3199 -1.1607
H -1.4784 2.4786 0.3814

**E_HOMO**: -9.15 eV
**Multiplicity**: 1
**LUMO**: -1.666 eV
**Gap between HOMO and LUMO**: 7.482 eV

Entry b
Entry from the OMol25 dataset: a structure of composition C3H3IO2 (wB97M-V/def2-TZVPD).

Atoms and positions in Å:
C 0.8716 1.7233 1.0362
C 0.7532 -0.7262 0.1173
C 0.1916 0.7100 0.3554
O 0.9056 2.4507 1.9515
O 0.6726 0.3166 -0.9185
I -2.9216 1.2006 1.4379
H 1.7964 -0.9112 0.4178
H 0.0500 -1.5288 0.1364
H -1.2063 0.7180 0.6321

**E_HOMO (alpha / beta)**: -8.72 / -8.72 eV
**Multiplicity**: 1
**LUMO (alpha / beta)**: -1.906 / -1.900 eV
**Gap between HOMO and LUMO (alpha / beta)**: 6.813 / 6.820 eV

Entry c
Entry from the OMol25 dataset: a cluster of 2 separate species, C3H3IO2 in total (wB97M-V/def2-TZVPD).

Atoms and positions in Å:
C 0.3991 0.6608 -0.3876
C -1.6986 0.0353 1.0564
C 1.1711 -0.5372 -0.6641
O 0.4681 1.8103 -0.5440
O -1.9156 -1.0857 1.4673
I -3.0246 1.7495 1.0919
H 0.8416 -1.1915 -1.4072
H 1.4397 -1.1784 0.2526
H 2.3191 -0.2632 -0.8652

**E_HOMO (alpha / beta)**: -7.79 / -8.09 eV
**Multiplicity**: 1
**LUMO (alpha / beta)**: -1.077 / -0.382 eV
**Gap between HOMO and LUMO (alpha / beta)**: 6.712 / 7.708 eV

Energy ordering: entry c at the bottom, the next structure 20.3 kcal/mol above.